# C6H13Cl2N2

The ion C6H13Cl2N2 with charge +1 at a distorted geometry (ωB97M-V/def2-TZVPD, the Open Molecules 2025 dataset).

- Net charge: +1
- LUMO level: -4.334 eV
- HOMO energy: -14.063 eV
- Orbital gap: 9.73 eV
- 2S+1: 1
- E: -34447.3828 eV
- Energy relative to the best compared isomer or geometry (same formula, charge and spin): 73.45 kcal/mol

Last column: Mulliken charge in e.
Geometry (Å):
1 C -0.888 -2.608 0.895  -0.71
2 C -1.914 -1.517 0.732  -0.26
3 C -1.164 1.101 1.079  -0.35
4 C 1.024 -1.211 0.371  0.29
5 C 3.714 -0.749 -0.332  -0.88
6 C 2.494 -0.890 0.637  -0.40
7 N 0.396 -2.013 1.085  -0.15
8 N -1.263 -0.243 0.354  -0.04
9 Cl 0.737 -1.154 -1.626  -0.29
10 Cl -0.116 0.615 2.661  -0.12
11 H -1.218 -3.281 1.630  0.39
12 H -0.829 -3.174 -0.070  0.34
13 H -2.467 -1.932 -0.109  0.22
14 H -2.417 -1.599 1.653  0.32
15 H -0.903 1.934 0.387  0.37
16 H -2.124 1.338 1.597  0.38
17 H 4.172 -1.770 -0.483  0.29
18 H 4.341 0.042 0.109  0.31
19 H 3.273 -0.529 -1.308  0.32
20 H 2.334 0.100 1.304  0.17
21 H 2.723 -1.701 1.422  0.38
22 H -0.319 -0.543 -0.064  -0.07
23 H -1.740 -0.020 -0.511  0.50

Cartesian forces (eV/Å) of the 3 atoms listed first:
C 2.14 -0.25 -3.00
C 0.15 -0.70 -0.11
C -0.58 -2.02 3.04


# C13H35CuN6S

A structure of composition C13H35CuN6S at a distorted geometry (ωB97M-V/def2-TZVPD, the Open Molecules 2025 dataset).

- Net charge: +2
- LUMO level: -5.488 eV
- HOMO energy: -13.034 eV
- Orbital gap: 7.55 eV
- 2S+1: 1
- E: -78450.9989 eV

Last column: Mulliken charge in e.
Geometry (Å):
1 Cu -0.070 0.122 0.844  0.23
2 N -0.093 0.178 2.911  -0.36
3 C -1.488 0.231 3.491  -0.70
4 C -2.242 -1.099 3.588  -0.77
5 C -2.547 -1.788 2.272  -0.29
6 C -1.402 -2.509 1.547  -0.60
7 N -0.902 -1.751 0.375  -0.33
8 H 0.400 -0.609 3.301  0.22
9 H 0.441 0.994 3.211  0.28
10 H -2.060 0.928 2.848  0.32
11 H -1.469 0.704 4.495  0.40
12 H -3.172 -0.862 4.118  0.38
13 H -1.680 -1.768 4.241  0.35
14 H -2.884 -0.986 1.580  0.07
15 H -3.346 -2.525 2.489  0.30
16 H -1.786 -3.479 1.174  0.43
17 H -0.563 -2.777 2.195  0.37
18 H -1.694 -1.548 -0.236  0.08
19 H -0.228 -2.317 -0.172  0.25
20 C -3.893 1.161 -1.202  -0.92
21 N -2.770 0.809 -1.998  0.28
22 C -2.955 -0.302 -2.977  -1.22
23 C -1.558 1.447 -1.923  0.48
24 S -0.904 1.866 -0.362  -0.54
25 N -0.808 1.651 -3.027  0.00
26 C 0.627 1.703 -3.029  -0.57
27 C -1.354 1.825 -4.387  -1.12
28 H -3.594 1.863 -0.393  0.34
29 H -4.419 0.280 -0.785  0.31
30 H -4.719 1.633 -1.777  0.29
31 H -3.422 -1.134 -2.450  0.41
32 H -2.016 -0.636 -3.450  0.34
33 H -3.636 0.013 -3.757  0.42
34 H 0.999 1.736 -1.988  -0.16
35 H 0.972 2.612 -3.530  0.33
36 H 1.066 0.833 -3.577  0.31
37 H -2.436 1.924 -4.329  0.35
38 H -1.092 0.975 -5.050  0.37
39 H -0.981 2.787 -4.760  0.40
40 N 5.006 -0.200 0.924  -0.19
41 C 4.268 -1.431 0.417  -0.74
42 C 2.837 -1.294 0.902  -0.77
43 N 2.163 -0.045 0.452  0.40
44 C 2.965 1.190 0.728  -0.67
45 C 4.458 1.081 0.330  -0.73
46 H 6.048 -0.278 0.729  0.39
47 H 4.945 -0.145 1.954  0.40
48 H 4.739 -2.349 0.796  0.44
49 H 4.295 -1.465 -0.676  0.34
50 H 2.717 -1.346 2.007  0.33
51 H 2.291 -2.148 0.539  0.34
52 H 1.984 -0.120 -0.568  0.34
53 H 2.848 1.381 1.790  0.26
54 H 2.468 1.997 0.160  0.37
55 H 5.040 1.915 0.734  0.43
56 H 4.606 1.071 -0.739  0.36

Cartesian forces (eV/Å) of the 3 atoms listed first:
Cu -0.33 -0.10 -0.14
N -0.51 0.14 0.27
C -0.17 0.98 0.10


Question: 2S+1 of number 1 (C6H13Cl2N2)?
Answer: 1